(1)
The following is a quantum chemistry calculation of a cluster of 2 separate species, C11H9NO in total, from the OMol25 dataset.

Last column: Löwdin charge in e.
Element x y z (Å)
C 2.143 2.393 0.991  0.16
C 0.968 2.136 0.916  -0.08
C 1.549 -2.721 -1.013  -0.11
C 0.708 -1.967 -1.815  -0.10
C 1.789 -2.356 0.300  -0.10
C 0.100 -0.823 -1.305  -0.11
C 1.188 -1.216 0.826  -0.11
C 0.369 -0.510 -0.006  -0.01
C -2.350 1.365 1.528  -0.07
C -2.515 2.024 0.184  -0.14
C -0.387 1.814 0.835  -0.36
N -1.109 1.280 1.849  0.13
O -1.177 2.305 -0.178  -0.01
H 3.159 2.625 1.083  0.02
H 2.029 -3.598 -1.428  0.10
H 0.529 -2.255 -2.842  0.10
H 2.449 -2.946 0.922  0.10
H -0.541 -0.212 -1.925  0.10
H 1.372 -0.905 1.842  0.10
H -3.145 1.000 2.149  0.11
H -2.983 1.367 -0.563  0.13
H -3.093 2.959 0.232  0.13

Energy above the lowest of the compared OMol25 structures with the same formula, charge and spin ... 470.5 kJ/mol
Multiplicity ... 1
HOMO ... -7.1 eV
F_max ... 3.68 eV/Å
Orbital gap ... 6.4 eV



(2)
The following is a quantum chemistry calculation of a cluster of 11 separate species, C122H116N4O22 in total, from the OMol25 dataset.

Last column: Löwdin charge in e.
Element x y z (Å)
C 13.486 25.733 22.364  -0.05
C 12.276 25.466 22.990  -0.07
C 12.218 24.583 24.084  0.02
C 13.406 23.938 24.529  -0.08
C 14.641 24.241 23.914  -0.07
C 14.664 25.076 22.792  0.01
C 15.974 23.919 24.544  -0.26
O 16.993 24.418 24.140  0.10
C 15.843 23.064 25.823  -0.06
C 17.053 22.648 26.417  -0.03
C 17.043 21.865 27.532  -0.04
C 15.766 21.459 28.083  -0.03
C 14.583 21.831 27.466  0.02
C 14.601 22.708 26.341  -0.08
C 13.350 23.108 25.715  -0.35
O 12.298 22.717 26.133  0.12
H 13.548 26.427 21.571  0.09
H 11.412 26.066 22.651  0.11
H 11.247 24.428 24.540  0.12
H 15.580 25.148 22.273  0.10
H 18.042 22.775 26.009  0.12
H 17.974 21.511 28.000  0.10
H 15.829 20.776 28.916  0.09
H 13.619 21.594 27.897  0.12
C 14.926 13.486 26.976  -0.02
C 14.170 12.402 26.443  -0.04
C 13.560 12.457 25.216  -0.01
C 13.705 13.620 24.462  -0.06
C 14.425 14.740 25.025  -0.07
C 14.937 14.687 26.289  -0.01
C 14.587 15.986 24.257  -0.23
O 15.230 16.987 24.688  0.04
C 13.974 16.063 22.924  -0.09
C 14.088 17.201 22.203  -0.02
C 13.574 17.308 20.927  -0.05
C 12.937 16.210 20.382  -0.04
C 12.717 15.010 21.111  -0.02
C 13.262 14.924 22.321  -0.08
C 13.055 13.646 23.133  -0.30
O 12.368 12.764 22.717  0.13
H 15.487 13.345 27.915  0.11
H 14.118 11.424 26.901  0.11
H 13.041 11.627 24.782  0.12
H 15.558 15.511 26.645  0.10
H 14.617 18.031 22.740  0.12
H 13.713 18.190 20.351  0.09
H 12.572 16.235 19.362  0.11
H 12.207 14.191 20.655  0.12
C 25.686 17.673 24.391  -0.03
C 26.680 17.686 25.393  -0.02
C 27.694 16.760 25.239  -0.01
C 27.763 15.855 24.197  -0.09
C 26.654 15.706 23.335  -0.05
C 25.629 16.656 23.450  -0.02
C 26.411 14.603 22.333  -0.27
O 25.356 14.512 21.731  0.09
C 27.531 13.629 22.257  -0.09
C 27.351 12.611 21.327  -0.02
C 28.361 11.700 21.115  -0.05
C 29.503 11.791 21.930  -0.06
C 29.661 12.756 22.898  -0.02
C 28.701 13.757 23.029  -0.05
C 28.893 14.926 24.036  -0.28
O 29.976 15.047 24.526  0.12
H 24.828 18.368 24.223  0.12
H 26.712 18.483 26.160  0.10
H 28.427 16.592 26.017  0.12
H 24.671 16.533 22.888  0.12
H 26.408 12.546 20.828  0.11
H 28.176 10.970 20.365  0.10
H 30.370 11.151 21.739  0.11
H 30.511 12.801 23.552  0.12
C 17.525 22.100 13.353  -0.04
C 16.874 22.218 14.580  -0.04
C 17.416 21.470 15.636  0.00
C 18.417 20.519 15.453  -0.07
C 19.022 20.411 14.173  -0.08
C 18.634 21.250 13.140  0.02
C 20.179 19.519 13.904  -0.33
O 20.761 19.610 12.872  0.13
C 20.664 18.816 15.065  -0.11
C 21.852 18.158 14.967  -0.01
C 22.287 17.251 15.928  -0.05
C 21.615 17.108 17.117  -0.05
C 20.536 17.998 17.375  0.01
C 19.991 18.808 16.316  -0.03
C 18.835 19.710 16.638  -0.28
O 18.337 19.765 17.740  0.09
H 17.180 22.623 12.510  0.09
H 16.069 22.894 14.816  0.11
H 16.957 21.620 16.619  0.11
H 19.291 21.257 12.279  0.12
H 22.401 18.412 14.059  0.13
H 23.137 16.654 15.642  0.11
H 21.946 16.407 17.891  0.10
H 20.008 18.019 18.296  0.06
C 21.282 16.901 24.580  -0.05
C 20.534 17.775 25.299  -0.04
C 20.773 17.883 26.666  0.01
C 21.816 17.231 27.308  -0.07
C 22.548 16.303 26.507  -0.06
C 22.294 16.151 25.170  0.01
C 23.752 15.643 27.183  -0.25
O 24.572 15.024 26.519  0.09
C 23.962 15.863 28.638  -0.06
C 25.132 15.372 29.253  0.02
C 25.226 15.515 30.631  -0.08
C 24.258 16.059 31.438  -0.05
C 23.135 16.625 30.809  0.01
C 23.047 16.608 29.420  -0.09
C 22.053 17.461 28.736  -0.30
O 21.481 18.313 29.370  0.06
H 21.084 16.720 23.540  0.09
H 19.716 18.257 24.758  0.09
H 20.146 18.533 27.199  0.10
H 22.917 15.425 24.629  0.12
H 25.905 14.983 28.663  0.10
H 26.094 15.090 31.138  0.11
H 24.320 15.960 32.514  0.11
H 22.322 17.242 31.227  0.12
C 26.449 22.808 21.417  -0.10
C 25.133 22.903 21.194  -0.05
C 24.304 22.284 22.174  0.01
C 24.765 21.633 23.289  -0.07
C 26.138 21.677 23.543  -0.08
C 27.005 22.214 22.558  0.03
C 26.621 21.193 24.809  -0.37
O 27.753 21.003 25.024  0.16
C 25.654 20.963 25.907  -0.06
C 26.080 20.598 27.209  -0.01
C 25.122 20.368 28.167  -0.06
C 23.756 20.384 27.912  -0.02
C 23.320 20.638 26.591  0.03
C 24.259 20.900 25.593  -0.09
C 23.758 21.005 24.247  -0.29
O 22.617 20.787 23.879  0.10
H 27.160 23.319 20.780  0.11
H 24.667 23.496 20.406  0.12
H 23.227 22.346 22.072  0.10
H 28.066 22.314 22.642  0.11
H 27.113 20.640 27.462  0.12
H 25.416 20.298 29.174  0.10
H 23.010 20.059 28.622  0.09
H 22.293 20.453 26.301  0.11
C 19.007 14.106 23.301  -0.02
C 18.626 15.205 24.027  -0.07
C 18.509 15.191 25.361  0.01
C 18.600 13.959 26.051  -0.06
C 18.952 12.799 25.330  -0.08
C 19.222 12.909 23.990  0.02
C 18.972 11.432 25.912  -0.28
O 19.425 10.499 25.269  0.10
C 18.711 11.317 27.364  -0.07
C 18.755 10.088 28.076  0.00
C 18.661 10.051 29.472  -0.06
C 18.569 11.257 30.197  -0.07
C 18.626 12.448 29.534  -0.03
C 18.572 12.497 28.142  -0.06
C 18.279 13.837 27.457  -0.30
O 17.820 14.799 28.040  0.08
H 19.237 14.250 22.282  0.08
H 18.578 16.177 23.633  0.09
H 18.301 16.054 25.904  0.10
H 19.450 11.990 23.444  0.13
H 19.125 9.178 27.538  0.13
H 18.727 9.069 29.932  0.10
H 18.573 11.182 31.303  0.12
H 18.609 13.385 30.061  0.12
C 16.422 14.203 20.894  -0.07
O 17.597 14.787 20.374  -0.21
C 17.791 14.741 19.027  -0.27
C 19.194 15.221 18.714  -0.23
N 20.341 14.676 19.381  -0.02
C 20.273 13.242 19.514  -0.20
C 21.544 12.719 20.210  -0.25
O 21.646 13.238 21.482  -0.21
C 22.694 12.553 22.237  -0.06
H 16.564 14.063 21.979  0.08
H 16.318 13.226 20.331  0.11
H 15.481 14.793 20.797  0.08
H 17.114 15.503 18.477  0.15
H 17.599 13.743 18.537  0.13
H 19.268 16.260 18.868  0.07
H 19.217 15.115 17.624  0.13
H 20.415 15.116 20.323  0.09
H 20.174 12.735 18.566  0.12
H 19.401 12.849 20.079  0.12
H 22.338 13.217 19.613  0.13
H 21.727 11.656 20.296  0.12
H 23.620 12.372 21.698  0.07
H 22.303 11.553 22.472  0.09
H 22.936 13.068 23.175  0.09
C 21.858 21.070 35.147  -0.12
O 21.482 21.036 33.830  -0.21
C 20.881 19.946 33.291  -0.26
C 20.346 20.277 31.865  -0.17
N 19.431 19.166 31.442  -0.05
C 18.591 19.621 30.319  -0.24
C 17.702 18.500 29.774  -0.20
O 17.235 18.982 28.480  -0.26
C 16.207 18.184 27.855  -0.09
H 20.963 20.847 35.753  0.09
H 22.330 22.033 35.352  0.10
H 22.527 20.254 35.382  0.08
H 20.011 19.686 33.898  0.12
H 21.654 19.152 33.273  0.12
H 21.164 20.358 31.155  0.10
H 19.817 21.263 31.974  0.14
H 20.041 18.476 30.956  0.08
H 19.167 19.968 29.367  0.14
H 17.815 20.329 30.652  0.12
H 16.902 18.156 30.465  0.13
H 18.327 17.628 29.572  0.11
H 16.004 18.528 26.812  0.08
H 15.255 18.187 28.398  0.09
H 16.505 17.106 27.792  0.07
C 14.090 21.109 21.118  -0.12
O 15.102 21.985 20.721  -0.20
C 16.004 21.297 19.776  -0.16
C 17.244 22.206 19.508  -0.18
N 17.989 22.309 20.762  -0.06
C 19.294 22.919 20.779  -0.19
C 19.791 22.874 22.226  -0.21
O 21.029 23.499 22.248  -0.19
C 21.305 24.081 23.461  -0.14
H 14.499 20.180 21.617  0.09
H 13.576 20.762 20.238  0.07
H 13.435 21.682 21.736  0.08
H 15.562 20.974 18.863  0.11
H 16.354 20.477 20.342  0.08
H 16.864 23.136 19.015  0.13
H 17.888 21.605 18.841  0.09
H 17.398 22.805 21.407  0.10
H 19.383 23.898 20.364  0.11
H 19.915 22.287 20.141  0.12
H 19.945 21.847 22.517  0.11
H 19.060 23.434 22.888  0.13
H 22.263 24.644 23.414  0.10
H 21.407 23.387 24.277  0.07
H 20.504 24.776 23.779  0.10
C 24.213 18.018 20.327  -0.06
O 23.444 18.095 21.542  -0.22
C 22.108 18.557 21.517  -0.21
C 21.158 17.497 20.952  -0.18
N 19.807 17.757 21.469  -0.05
C 19.266 19.053 21.275  -0.18
C 18.021 19.189 22.225  -0.19
O 18.318 18.831 23.552  -0.23
C 17.434 19.379 24.482  -0.09
H 23.791 18.842 19.685  0.10
H 23.975 17.084 19.803  0.08
H 25.285 18.060 20.534  0.09
H 21.932 19.398 20.894  0.10
H 21.916 18.814 22.554  0.10
H 21.438 16.491 21.240  0.11
H 21.134 17.575 19.844  0.09
H 19.183 17.079 21.098  0.08
H 18.926 19.113 20.232  0.10
H 19.991 19.902 21.388  0.11
H 17.269 18.447 21.806  0.13
H 17.538 20.168 22.163  0.09
H 16.461 18.879 24.349  0.07
H 17.337 20.439 24.328  0.08
H 17.746 19.175 25.521  0.09

Energy above the lowest of the compared OMol25 structures with the same formula, charge and spin ... 16.0 kJ/mol
Multiplicity ... 1
HOMO ... -8.5 eV
F_max ... 4.81 eV/Å
Orbital gap ... 7.2 eV
SMILES ... O=C1c2ccccc2C(=O)c2ccccc21.O=C1c2ccccc2C(=O)c2ccccc21.O=C1c2ccccc2C(=O)c2ccccc21.O=C1c2ccccc2C(=O)c2ccccc21.O=C1c2ccccc2C(=O)c2ccccc21.O=C1c2ccccc2C(=O)c2ccccc21.O=C1c2ccccc2C(=O)c2ccccc21.COCCNCCOC.COCCNCCOC.COCCNCCOC.COCCNCCOC



(3)
The following is a quantum chemistry calculation of a structure of composition C12H10BiN5O5S5, from the OMol25 dataset.

Last column: Löwdin charge in e.
Element x y z (Å)
Bi -5.778 -4.930 16.252  1.47
O -4.107 1.264 12.975  -0.04
C -4.399 0.264 13.561  -0.99
S -3.558 -0.230 15.045  0.96
C -4.358 -1.808 15.167  -1.19
C -5.483 -2.004 14.337  -1.21
S -6.716 -3.219 14.544  0.41
S -5.667 -0.891 13.001  0.94
S -3.689 -3.073 16.099  0.42
O -9.424 -6.525 21.019  0.12
C -9.357 -5.209 20.891  -0.51
O -10.003 -4.434 21.556  0.10
C -8.347 -4.662 19.936  -0.02
C -7.993 -3.271 19.909  0.05
N -7.083 -3.140 18.908  0.04
N -6.846 -4.361 18.257  -0.13
C -7.648 -5.281 18.867  -0.15
C -7.664 -6.645 18.362  -0.53
O -8.272 -7.529 19.012  0.06
O -6.944 -6.894 17.276  -0.24
H -8.855 -6.957 20.287  0.05
H -8.283 -2.492 20.674  0.17
H -6.710 -2.253 18.514  0.18
C -3.958 -10.053 14.360  -0.11
C -3.389 -9.448 13.050  -0.24
C -3.532 -7.956 13.001  -0.58
N -4.285 -7.410 13.932  -0.02
N -4.398 -6.053 13.825  -0.10
C -3.784 -5.571 12.725  -0.68
N -3.754 -4.252 12.462  0.11
S -2.949 -6.789 11.772  1.06
H -3.721 -11.133 14.421  0.08
H -5.063 -10.002 14.344  0.08
H -3.636 -9.485 15.229  0.06
H -3.937 -9.855 12.179  0.12
H -2.305 -9.614 12.984  0.11
H -4.337 -3.619 13.002  0.04
H -3.510 -3.959 11.531  0.10

Energy above the lowest of the compared OMol25 structures with the same formula, charge and spin ... 0.0 kJ/mol
Multiplicity ... 1
HOMO ... -7.9 eV
F_max ... 4.35 eV/Å
Orbital gap ... 6.2 eV



(4)
The following is a quantum chemistry calculation of a cluster of 2 separate species, C12H10Br2 in total, from the OMol25 dataset.

Last column: Löwdin charge in e.
Element x y z (Å)
Br -0.012 0.050 -1.266  0.73
C 3.650 1.558 1.194  -0.10
C 2.898 2.456 0.437  -0.09
C 3.303 0.207 1.213  -0.09
C 1.801 2.013 -0.302  -0.14
C 2.209 -0.252 0.480  -0.14
C 1.469 0.660 -0.271  -0.71
H 4.513 1.914 1.774  0.11
H 3.166 3.521 0.417  0.11
H 3.890 -0.505 1.807  0.11
H 1.203 2.713 -0.901  0.11
H 1.928 -1.314 0.489  0.10
Br -2.579 2.512 2.771  0.73
C -0.456 -0.901 5.136  -0.10
C -1.566 -1.186 4.340  -0.09
C 0.016 0.409 5.222  -0.09
C -2.207 -0.171 3.629  -0.14
C -0.613 1.436 4.518  -0.14
C -1.721 1.132 3.727  -0.71
H 0.044 -1.704 5.693  0.11
H -1.943 -2.215 4.268  0.11
H 0.889 0.641 5.846  0.11
H -3.081 -0.387 3.000  0.11
H -0.248 2.470 4.579  0.10

Energy above the lowest of the compared OMol25 structures with the same formula, charge and spin ... 8.8 kJ/mol
Multiplicity ... 1
HOMO ... -9.1 eV
F_max ... 0.58 eV/Å
Orbital gap ... 9.8 eV
SMILES ... Brc1ccccc1.Brc1ccccc1



(5)
The following is a quantum chemistry calculation of a cluster of 3 separate species, C12H10BrF2 in total, from the OMol25 dataset.

Last column: Löwdin charge in e.
Element x y z (Å)
Br 0.716 27.794 8.884  -0.60
F 1.873 24.280 9.659  0.05
C 2.182 24.284 10.965  -0.29
C 1.982 25.434 11.719  -0.01
C 2.346 25.408 13.055  -0.09
C 2.883 24.274 13.630  -0.12
C 3.092 23.149 12.846  -0.11
C 2.707 23.139 11.512  -0.03
H 1.668 26.335 11.197  0.04
H 2.193 26.296 13.659  0.10
H 3.175 24.231 14.672  0.09
H 3.458 22.233 13.293  0.09
H 2.969 22.273 10.916  0.11
F -3.118 32.995 12.041  0.02
C -2.968 31.877 11.274  -0.30
C -1.815 31.135 11.423  -0.02
C -1.631 30.014 10.626  -0.10
C -2.565 29.703 9.649  -0.10
C -3.688 30.487 9.493  -0.10
C -3.922 31.582 10.333  -0.04
H -1.141 31.356 12.239  0.11
H -0.704 29.462 10.725  0.03
H -2.359 28.851 9.010  0.08
H -4.410 30.283 8.712  0.10
H -4.821 32.166 10.194  0.10

Energy above the lowest of the compared OMol25 structures with the same formula, charge and spin ... 0.0 kJ/mol
Net charge ... -1
Multiplicity ... 1
HOMO ... -4.0 eV
F_max ... 0.97 eV/Å
Orbital gap ... 7.1 eV